DFT (the ωB97M-V functional and the def2-TZVPD basis) results for C4H5F2NO in the gas phase.

```
! wB97M-V def2-TZVPD RIJCOSX def2/J DEFGRID3
* xyz 0 1
C -0.552 0.804 -0.733
C -1.799 0.509 -0.089
C -0.208 -0.363 1.190
C 1.514 -0.398 -0.575
N 0.373 0.274 0.053
O -1.568 -0.061 1.226
F -0.378 1.052 -1.979
F -2.988 1.088 -0.274
H 0.022 -1.450 1.272
H 0.398 0.112 1.980
H 0.970 -1.336 -1.040
H 1.935 0.275 -1.300
H 2.282 -0.506 0.269
*
```

Values from the calculation:
SMILES string   CN1COC(F)=C1F
E_HOMO   -7.17 eV
Frontier orbital gap   0.293 hartree

DFT (the ωB97M-V functional and the def2-TZVPD basis) results for a gas-phase ion, C6H12N3O2 (charge +1).

```
! wB97M-V def2-TZVPD RIJCOSX def2/J DEFGRID3
* xyz 1 1
C -3.046 0.159 -0.004
C 0.454 0.124 -0.264
C -2.103 -1.949 0.120
C 3.384 -0.065 0.519
C -1.654 2.099 0.093
C 2.573 -0.857 -0.497
N -1.837 0.663 0.111
N -0.835 -0.172 0.220
N -3.113 -1.187 -0.285
O 0.782 1.186 -0.719
O 1.186 -0.956 -0.121
H -3.922 0.780 -0.057
H -1.827 -2.811 -0.470
H -1.794 -1.931 1.151
H 3.063 0.974 0.536
H 3.274 -0.491 1.514
H 4.431 -0.098 0.235
H -1.154 2.400 -0.831
H -2.615 2.600 0.180
H -1.003 2.392 0.918
H 2.909 -1.892 -0.555
H 2.638 -0.382 -1.480
H -3.675 -1.463 -1.089
*
```

Values from the calculation:
SMILES string   C=[NH+]/C=[N+](C)\N=C(/[O-])OCC
E_HOMO (alpha / beta)   -13.31 / -13.31 eV
Frontier orbital gap (alpha / beta)   0.315 / 0.315 hartree

DFT (the ωB97M-V functional and the def2-TZVPD basis) results for a molecular structure, C30H19AlF10N4S.

```
! wB97M-V def2-TZVPD RIJCOSX def2/J DEFGRID3
* xyz 0 1
Al 9.012 8.673 13.257
C 8.347 5.758 12.287
N 7.923 6.813 13.285
C 6.540 7.289 12.974
C 6.223 8.667 13.607
N 7.311 9.523 13.247
C 7.264 10.854 13.298
C 8.516 11.544 13.153
F 9.603 10.734 12.985
C 8.650 12.896 13.055
F 9.877 13.452 12.868
C 7.547 13.730 13.296
F 7.693 15.056 13.362
C 6.274 13.086 13.402
F 5.218 13.912 13.739
C 6.156 11.706 13.447
F 4.894 11.183 13.569
C 8.078 6.272 14.745
C 9.091 7.071 15.593
N 9.133 8.488 15.153
C 9.234 9.486 16.091
C 10.328 10.405 16.252
F 11.282 10.499 15.313
C 10.362 11.200 17.340
F 11.568 11.757 17.623
C 9.296 11.334 18.228
F 9.247 12.383 19.077
C 8.147 10.572 18.026
F 7.012 10.835 18.702
C 8.173 9.602 17.033
F 7.083 8.842 16.846
H 7.648 4.884 12.191
H 9.346 5.406 12.551
H 8.425 6.262 11.289
H 5.839 6.561 13.382
H 6.409 7.237 11.891
H 6.156 8.594 14.706
H 5.238 9.038 13.270
H 8.401 5.193 14.593
H 7.102 6.270 15.214
H 10.127 6.636 15.540
H 8.750 7.102 16.651
S 10.356 7.946 8.808
C 8.805 8.880 8.680
C 8.116 9.228 7.552
C 6.827 9.733 7.669
C 6.269 10.007 8.948
C 7.060 9.820 10.061
C 8.315 9.185 9.960
N 9.123 8.704 11.025
C 10.200 8.039 10.566
C 11.154 7.599 11.588
C 12.221 6.782 11.315
C 13.134 6.397 12.277
C 12.979 6.914 13.574
C 11.887 7.729 13.879
C 10.905 7.987 12.927
H 8.532 8.913 6.545
H 6.312 10.021 6.726
H 5.229 10.252 9.043
H 6.650 9.987 11.042
H 12.181 6.402 10.311
H 13.840 5.633 12.028
H 13.607 6.580 14.405
H 11.850 8.190 14.873
*
```

Values from the calculation:
E_HOMO   -7.56 eV
Frontier orbital gap   0.255 hartree

DFT (the ωB97M-V functional and the def2-TZVPD basis) results for 2 unconnected molecules or ions with the total composition C2H6I2N2O.

```
! wB97M-V def2-TZVPD RIJCOSX def2/J DEFGRID3
* xyz 0 1
C -0.880 1.149 -0.593
C 0.649 -2.609 -0.951
N 0.184 0.587 0.167
N 0.517 -0.604 0.085
O -0.063 -1.398 -0.981
I 0.973 4.667 2.603
I -0.237 3.065 4.380
H -1.682 0.985 0.164
H -0.628 2.223 -0.683
H -1.253 0.845 -1.541
H 0.778 -2.776 0.097
H 1.669 -2.723 -1.441
H -0.026 -3.413 -1.305
*
```

Values from the calculation:
SMILES string   C/N=N\OC.II
E_HOMO   -9.38 eV
Frontier orbital gap   0.281 hartree

| no. | maximum force (eV/A) | DFT total energy (Eh) |
| --- | --- | --- |
| 1 | 7.7 | -485.02024 |
| 2 | 2.3 | -550.23724 |
| 3 | 3.0 | -3012.92325 |
| 4 | 3.7 | -859.83531 |